1.
Density functional theory data (the ωB97M-V functional and the def2-TZVPD basis) for C30H54N3O2S4SbSi3Ti as an isolated structure.

Geometry (Å):
Sb: 1.375108 1.998109 0.583317
Ti: 0.492936 -0.641905 0.451280
S: 0.208154 -2.904491 1.664985
S: 0.443454 -3.696699 -3.320577
S: 2.838293 -4.870946 -0.959748
S: -1.974835 -3.882055 -0.931574
Si: 1.317021 0.630356 3.680362
Si: 1.223356 3.484017 -2.248892
Si: -1.236616 4.114078 -0.227123
O: 2.433988 -1.189359 1.207081
O: 1.993506 -1.429855 -0.785665
N: -1.528926 -0.432212 1.065128
N: 2.870541 -1.596557 0.101051
N: -0.255216 0.339378 -1.223153
C: 1.278726 -4.882591 -0.042240
C: -1.836793 -4.689018 0.684007
C: -2.648764 4.480337 -1.395934
C: 0.349335 4.572485 -3.482990
C: 1.973912 2.008160 -3.115778
C: -1.384412 -3.764501 1.805172
C: -1.483275 -0.618577 -3.037917
C: 3.148851 0.913914 3.385340
C: -1.538627 -5.263688 -2.036675
C: -2.023912 0.662350 3.110379
C: -1.026641 -4.758175 -3.380856
C: -0.657952 -0.723739 -1.951426
C: -3.755010 -0.441079 1.844904
C: 2.599752 4.450765 -1.429581
C: -0.344709 5.723490 0.088816
C: -1.488921 1.746224 -2.657833
C: 0.608462 1.977007 4.780542
C: -0.014661 2.773085 -0.884435
C: -0.622048 1.598232 -1.566639
C: -3.344963 0.275173 2.968280
C: 1.785968 3.614871 1.901826
C: 1.414180 -4.220832 1.329059
C: -2.806008 -0.795065 0.910201
C: -2.020054 3.469076 1.343441
C: -1.922577 0.657346 -3.381356
C: 2.267085 -5.731800 -2.450325
C: 0.336400 0.596705 2.013461
C: 1.057325 -1.011214 4.520864
C: 1.818374 -4.842051 -3.605242
C: -1.121318 0.322554 2.106716
H: 0.860430 4.050008 2.265427
H: 1.401703 2.357649 5.428856
H: 3.508764 1.797870 3.913902
H: 2.387933 3.250725 2.727376
H: -2.610615 2.575775 1.121840
H: 1.295109 -4.932904 2.145997
H: -4.787936 -0.724775 1.704552
H: -2.338071 4.829075 -2.381411
H: 3.460413 0.986614 2.343480
H: -2.802454 -5.101134 0.980451
H: 2.439973 1.300557 -2.424851
H: 2.758733 2.362302 -3.788702
H: 0.004816 -1.298274 4.575269
H: -3.336990 3.642545 -1.516230
H: -0.778393 -5.862438 -1.536700
H: -1.762539 -1.498714 -3.597944
H: -1.306517 -4.343416 2.727425
H: -0.402934 4.045713 -4.070542
H: -1.064162 6.406138 0.549238
H: 2.383720 -3.743082 1.473438
H: -2.106122 -2.971032 1.996360
H: 0.507572 5.658116 0.762361
H: 0.963541 -5.920328 0.084013
H: -1.797446 2.737450 -2.943273
H: -1.805447 -4.180000 -3.881800
H: -3.218090 5.294889 -0.938676
H: 1.571394 -5.457885 -4.472398
H: 1.493148 -6.446249 -2.162071
H: -1.309818 3.219216 2.134306
H: 2.253784 5.293141 -0.831215
H: 1.423722 -0.920723 5.547451
H: -0.290613 -1.707050 -1.651913
H: 3.271666 3.835152 -0.824993
H: 3.117275 -6.323943 -2.792653
H: -1.702940 1.243872 3.961014
H: 1.105360 4.928275 -4.188598
H: 2.639164 -4.188530 -3.902028
H: -1.148430 -5.526453 0.587473
H: 2.354590 4.346559 1.333654
H: -3.045668 -1.376583 0.027701
H: -0.006876 6.197988 -0.833547
H: -4.067528 0.544747 3.727731
H: 0.538706 -4.354299 -0.637648
H: -0.165387 1.582613 5.441880
H: -2.707338 4.219381 1.741981
H: -0.818078 -5.611351 -4.028244
H: -0.112818 5.453033 -3.036925
H: 3.685956 0.057076 3.798354
H: -2.418873 -5.887557 -2.191672
H: 1.612181 -1.815523 4.039408
H: 0.192215 2.830904 4.244741
H: 1.251993 1.460018 -3.724665
H: -2.586959 0.802025 -4.223436
H: 3.216690 4.861477 -2.233827

Force components x, y, z for each atom (eV/Å):
Sb 0.0 -0.1 0.0
Ti 0.3 0.0 0.4
S -0.1 0.0 0.0
S 0.0 0.0 0.0
S 0.0 0.0 0.0
S 0.0 0.0 0.0
Si 0.0 0.0 0.0
Si 0.0 0.0 0.0
Si 0.0 0.0 0.0
O -0.1 0.0 0.0
O 0.0 0.0 0.0
N 0.0 0.0 0.0
N 0.0 0.2 -0.1
N -0.1 0.0 -0.2
C 0.0 0.0 0.0
C 0.0 0.0 0.0
C 0.0 0.0 0.0
C 0.0 0.0 0.0
C 0.0 0.0 0.0
C 0.0 0.0 0.0
C 0.0 0.0 0.0
C 0.0 -0.1 0.0
C 0.0 0.0 0.0
C 0.0 0.0 0.0
C 0.0 0.0 0.0
C -0.1 0.0 -0.1
C 0.0 0.0 0.0
C 0.0 0.0 0.0
C 0.0 0.0 0.0
C 0.0 0.0 0.0
C 0.0 0.0 0.0
C 0.0 0.0 0.0
C 0.0 0.0 0.0
C 0.0 0.0 0.0
C 0.0 0.0 0.0
C 0.1 0.0 0.0
C 0.0 0.0 0.0
C 0.0 0.0 0.0
C 0.0 0.0 0.0
C 0.0 0.0 0.0
C 0.0 0.0 -0.1
C 0.0 0.0 0.0
C 0.0 0.0 0.0
C 0.0 0.0 0.0
H 0.0 0.0 0.0
H 0.0 0.0 0.0
H 0.0 0.0 0.0
H 0.0 0.0 0.0
H 0.0 0.0 0.0
H 0.0 0.0 0.0
H 0.0 0.0 0.0
H 0.0 0.0 0.0
H 0.0 0.0 0.0
H 0.0 0.0 0.0
H 0.0 0.0 0.0
H 0.0 0.0 0.0
H 0.0 0.0 0.0
H 0.0 0.0 0.0
H 0.0 0.0 0.0
H 0.0 0.0 0.0
H 0.0 0.0 0.0
H 0.0 0.0 0.0
H 0.0 0.0 0.0
H 0.0 0.0 0.0
H 0.0 0.0 0.0
H 0.0 0.0 0.0
H 0.0 0.0 0.0
H 0.0 0.0 0.0
H 0.0 0.0 0.0
H 0.0 0.0 0.0
H 0.0 0.0 0.0
H 0.0 0.0 0.0
H 0.0 0.0 0.0
H 0.0 0.0 0.0
H 0.0 0.0 0.0
H 0.0 0.0 0.0
H 0.0 0.0 0.0
H 0.0 0.0 0.0
H 0.0 0.0 0.0
H 0.0 0.0 0.0
H 0.0 0.0 0.0
H 0.0 0.0 0.0
H 0.0 0.0 0.0
H 0.0 0.0 0.0
H 0.0 0.0 0.0
H 0.0 0.0 0.0
H 0.0 0.0 0.0
H 0.0 0.0 0.0
H 0.0 0.0 0.0
H 0.0 0.0 0.0
H 0.0 0.0 0.0
H 0.0 0.0 0.0
H 0.0 0.0 0.0
H 0.0 0.0 0.0
H 0.0 0.0 0.0
H 0.0 0.0 0.0
H 0.0 0.0 0.0
H 0.0 0.0 0.0

**Energy above the lowest of the compared OMol25 structures with the same formula, charge and spin**: 0.0 kcal/mol
**Frontier orbital gap**: 0.2267 hartree
**HOMO energy**: -12.962 eV
**Charge**: +2
**Largest force on an atom**: 0.490 eV/A
**Energy**: -5040.8021 Ha

Results of the Löwdin charge analysis, in e, for atoms 1 through 4: 1.531 0.786 0.939 0.874

***

2.
Density functional theory data (the ωB97M-V functional and the def2-TZVPD basis) for one molecule with the formula C8H14 in a non-equilibrium geometry.

Geometry (Å):
C: -0.984106 -0.300788 1.359834
C: 0.476397 0.149054 1.349799
C: -1.964178 -0.343123 2.228901
C: 1.281976 -1.623583 -0.360214
C: -0.866497 -0.136141 -0.476187
C: 0.659577 -0.215868 -0.132034
C: -1.563358 1.163836 -0.914507
C: 1.533938 0.703893 -0.917677
H: -1.287548 1.501870 -1.933676
H: 1.425911 1.783742 -0.795556
H: 1.675742 -1.772989 -1.344826
H: 2.463333 0.507838 -0.677092
H: -2.702697 1.061676 -1.150296
H: 1.043994 -0.375615 2.152654
H: 0.676074 -2.401467 -0.120272
H: 1.331326 0.656238 -2.076811
H: -1.725135 0.193612 3.152512
H: -1.258294 1.830759 -0.100404
H: 2.091553 -1.517783 0.336194
H: -1.388977 -1.074012 -0.850235
H: 0.697526 1.199539 1.629815
H: -2.961460 -0.770743 2.076737

Force components x, y, z for each atom (eV/Å):
C 0.3 1.8 -4.3
C -0.1 -0.4 1.6
C 0.0 0.3 0.7
C 0.9 3.1 0.5
C -2.1 -2.9 3.2
C -0.8 0.1 -1.3
C -0.8 -0.9 -0.6
C -4.4 2.3 -3.7
H 0.8 0.0 0.7
H -0.5 0.0 0.7
H 0.1 0.2 -0.7
H 5.0 -1.0 0.7
H 1.8 0.0 1.5
H 0.1 -0.2 -0.9
H -1.9 -2.3 1.0
H 0.6 -0.6 2.1
H -0.3 -0.8 0.4
H -0.8 0.8 -0.7
H 0.8 -0.9 0.2
H 1.2 1.1 -0.2
H -0.6 -0.2 -0.6
H 0.4 0.5 -0.2

**Energy above the lowest of the compared OMol25 structures with the same formula, charge and spin**: 85.7 kcal/mol
**Frontier orbital gap**: 0.3555 hartree
**HOMO energy**: -8.730 eV
**Largest force on an atom**: 6.137 eV/A
**SMILES string**: C=C1CC(C)(C)[C@@H]1C
**Energy**: -313.0809 Ha

Results of the Löwdin charge analysis, in e, for atoms 1 through 4: -0.183 -0.123 0.010 -0.018

***

3.
Density functional theory data (the ωB97M-V functional and the def2-TZVPD basis) for one molecule with the formula H2N3P3 in a non-equilibrium geometry.

Geometry (Å):
P: -1.416275 1.633837 -0.007125
P: -1.823565 -0.490197 -0.108355
P: 0.857646 -1.230825 1.745577
N: -0.824001 1.677280 -1.410235
N: -0.658705 -0.484883 0.945492
N: 1.640385 -1.623031 0.450532
H: -0.379056 2.336349 -2.010888
H: 2.603571 -1.818529 0.395002

Force components x, y, z for each atom (eV/Å):
P -0.2 1.1 0.9
P 0.4 -1.0 0.4
P -1.8 0.7 -3.0
N -0.3 -0.7 -1.3
N 2.0 -1.0 1.4
N -1.8 0.8 1.0
H 0.4 0.5 0.3
H 1.3 -0.5 0.3

**Energy above the lowest of the compared OMol25 structures with the same formula, charge and spin**: 67.0 kcal/mol
**Frontier orbital gap**: 0.2639 hartree
**HOMO energy**: -7.878 eV
**Largest force on an atom**: 3.516 eV/A
**SMILES string**: [H]/N=P/N=P#P=N
**Energy**: -1189.4396 Ha

Results of the Löwdin charge analysis, in e, for atoms 1 through 4: 0.460 0.530 0.700 -0.431

***

Q: Which value of energy does entry 2 give?
A: -313.0809 Ha

***

Q: Which of these has the highest energy?
A: C8H14